141
Properties=species:S:1:pos:R:3:forces:R:3:mulliken_charge:R:1 method="wB97M-V/def2-TZVPD" e_tot_ev=-115215.174 lumo_ev=-0.753 orbital_gap_ha=0.302
C 1.5584 -0.0857 0.1822 -0.59 0.20 0.30 -1.2722
C 1.2078 0.0285 -1.2884 0.78 0.00 -0.07 -0.1326
O 0.4808 -1.0773 -1.7863 -0.05 0.11 0.03 -0.3061
C -0.8232 -1.1929 -1.2670 -0.62 -0.23 0.06 -0.3272
C -1.8472 -0.5009 -2.1548 0.17 0.00 -0.35 -0.5718
O -3.1824 -0.8593 -1.8559 -0.04 0.03 0.03 -0.4843
C -3.7097 -0.5123 -0.5905 -0.17 0.41 0.20 -1.1232
C -4.0585 0.9547 -0.3737 -0.50 0.07 -0.19 0.3915
C -5.3532 1.4224 -0.4628 -0.18 0.16 -0.01 0.2974
C -6.4808 0.4739 -0.8208 0.66 -0.25 0.14 -1.3349
C -6.9238 -0.4217 0.3333 -0.44 -0.70 -0.59 -0.5987
O -7.4765 -1.6308 -0.2323 0.07 0.33 0.14 -0.5445
C -5.6717 2.8219 -0.2232 0.43 -0.03 0.01 0.7047
C -7.0909 3.3254 -0.3286 0.00 0.56 0.37 -1.2839
C -7.8530 3.2049 0.9791 -0.07 0.32 -0.56 0.0874
O -7.8777 2.2603 1.6668 0.11 -0.80 0.76 -0.4281
I -9.1340 4.8834 1.5256 0.03 0.13 -0.20 -0.0887
C -4.6947 3.7324 0.0798 -0.05 0.10 0.06 0.5214
C -4.9353 5.1839 0.3112 -0.09 -0.35 -0.02 0.0896
C -4.6089 6.0849 -0.6947 -0.05 -0.02 0.13 -0.5438
C -4.8286 7.4243 -0.4647 0.03 0.08 -0.07 -0.5323
C -5.3366 7.8154 0.7612 0.10 -0.02 -0.31 -0.4509
C -5.6135 6.8412 1.6968 -0.16 0.00 0.27 -0.5564
N -5.4347 5.5330 1.4951 0.01 0.30 -0.20 -0.5313
C -3.3478 3.2844 0.1853 -0.68 -0.44 -0.22 0.9148
N -2.2858 4.0181 0.4840 0.58 0.26 0.13 -0.6917
S -1.0250 3.0109 0.5038 -0.41 0.31 0.07 0.0573
N -1.7686 1.6461 0.1448 0.54 -0.57 -0.04 -0.2499
C -3.0607 1.9067 -0.0272 0.21 -0.02 0.09 0.2855
H 2.4155 0.5291 0.4367 0.19 0.05 -0.05 0.4333
H 0.7362 0.2561 0.8081 -0.10 0.02 0.12 0.2327
H 1.7517 -1.1171 0.4594 0.23 -0.17 -0.09 0.3566
H 2.1406 0.0419 -1.8495 0.03 -0.13 -0.23 0.4322
H 0.7202 0.9760 -1.5158 -0.31 0.11 0.06 0.2341
H -1.0765 -2.2526 -1.2466 0.03 -0.15 -0.07 0.3906
H -0.9114 -0.8307 -0.2472 0.25 0.15 0.18 0.1631
H -1.6704 -0.8461 -3.1705 -0.10 -0.12 -0.15 0.3991
H -1.7235 0.5804 -2.1850 0.07 0.20 0.25 0.2580
H -3.1007 -0.8620 0.2455 0.31 0.04 -0.07 0.3743
H -4.6324 -1.0623 -0.5353 -0.16 -0.35 0.02 0.6487
H -7.3342 0.9738 -1.2544 -0.15 0.10 -0.05 0.1245
H -6.1136 -0.2035 -1.5838 0.00 -0.09 -0.24 0.7382
H -7.6775 0.0522 0.9445 0.09 0.21 0.31 0.4949
H -6.0713 -0.7189 0.9361 0.09 0.15 0.25 0.2784
H -8.3862 -1.7007 0.0613 -0.05 -0.12 -0.02 0.3578
H -7.1159 4.3670 -0.6154 0.12 0.16 -0.22 0.3373
H -7.6747 2.7815 -1.0620 -0.12 -0.01 -0.15 0.5612
H -4.1953 5.7268 -1.6220 0.04 -0.06 -0.16 0.5164
H -4.6079 8.1571 -1.2238 0.06 0.10 -0.12 0.4541
H -5.5094 8.8596 0.9532 -0.09 0.14 0.24 0.4336
H -6.0145 7.1385 2.6558 -0.06 -0.14 0.16 0.4926
C 0.9519 -4.3160 -3.0182 0.07 -0.26 0.08 -1.1895
C 2.2620 -3.5621 -3.0588 -0.31 0.17 -0.20 0.2768
O 3.2235 -4.1082 -2.1360 0.12 0.07 -0.01 -0.3056
C 3.8295 -5.2317 -2.4946 -0.07 -0.11 0.12 0.7557
O 3.6619 -5.8649 -3.5089 0.02 0.21 0.11 -0.6229
O 4.6726 -5.5699 -1.5162 0.08 0.00 0.02 -0.2992
C 5.3554 -6.8078 -1.7264 0.13 -0.12 0.06 -0.7037
H 0.5711 -4.3540 -1.9966 -0.03 0.11 -0.01 0.2901
H 0.2148 -3.8229 -3.6513 0.01 0.05 0.01 0.3336
H 1.0720 -5.3416 -3.3678 0.01 0.03 -0.07 0.4384
H 2.1053 -2.5353 -2.7408 0.08 -0.04 0.16 -0.0623
H 2.6840 -3.5380 -4.0620 0.11 -0.14 -0.01 0.1986
H 5.8559 -6.8193 -2.6919 -0.07 0.00 -0.04 0.3271
H 4.6561 -7.6397 -1.6589 -0.01 0.00 -0.09 0.2953
H 6.0936 -6.8905 -0.9338 -0.05 0.09 0.05 0.2115
C -0.4505 5.1779 3.9554 -0.06 -0.17 0.02 -0.8836
C 0.8217 5.9834 4.0962 -0.34 0.19 -0.23 -0.2620
O 1.7060 5.3866 5.0577 0.17 -0.05 -0.02 -0.3682
C 2.3430 4.3105 4.5960 0.01 0.05 0.05 0.7484
O 2.2507 3.8626 3.4817 0.02 -0.04 -0.06 -0.5594
O 3.1049 3.8073 5.5662 -0.01 0.00 0.00 -0.3566
C 3.7532 2.5872 5.1924 0.21 -0.23 0.07 -0.5474
H -0.9406 5.0512 4.9215 -0.01 0.12 0.01 0.3176
H -1.1433 5.6695 3.2716 0.00 0.03 0.01 0.3053
H -0.2309 4.1854 3.5636 0.00 0.04 -0.06 0.1992
H 0.6080 6.9855 4.4632 0.11 -0.06 0.19 0.3189
H 1.3365 6.0809 3.1409 0.04 -0.08 0.01 0.2983
H 4.3018 2.7042 4.2614 -0.09 -0.01 -0.05 0.2910
H 3.0188 1.7892 5.0961 0.01 0.00 -0.12 0.2713
H 4.4514 2.3375 5.9865 -0.07 0.16 0.11 0.2251
C -0.8566 -7.4633 -9.8194 0.20 -0.05 0.06 -1.1021
C -1.3629 -6.3872 -8.8827 -0.22 -0.06 -0.30 -0.1772
O -0.6236 -6.3593 -7.6547 0.01 -0.04 0.05 -0.3636
C 0.5690 -5.7649 -7.7198 -0.11 0.17 0.12 0.7592
O 1.0400 -5.2297 -8.6901 0.06 -0.06 -0.06 -0.5655
O 1.1296 -5.8331 -6.5152 0.03 -0.03 0.02 -0.3031
C 2.4437 -5.2683 -6.4339 0.18 0.14 0.08 -0.1775
H -0.8533 -8.4322 -9.3184 -0.09 0.00 -0.01 0.2902
H -1.4930 -7.5260 -10.7022 -0.03 0.01 0.01 0.3545
H 0.1614 -7.2523 -10.1438 -0.02 0.07 -0.02 0.3147
H -2.3914 -6.5940 -8.5923 0.04 0.00 0.15 0.2889
H -1.3390 -5.4039 -9.3519 0.13 0.01 0.03 0.3163
H 2.4513 -4.2474 -6.8135 -0.05 -0.05 -0.14 0.3187
H 3.1501 -5.8786 -6.9949 -0.03 0.05 -0.09 0.3639
H 2.7279 -5.2691 -5.3869 -0.15 -0.19 -0.05 -0.2860
C 5.6913 -3.1474 1.4188 -0.10 -0.03 0.21 -0.9679
C 6.2128 -1.7368 1.5907 0.15 -0.21 -0.32 -0.2812
O 5.5099 -1.0302 2.6258 -0.02 0.08 0.03 -0.3254
C 5.8717 -1.3204 3.8716 -0.07 0.07 -0.12 0.7141
O 6.7437 -2.0808 4.2047 0.00 -0.05 0.05 -0.5546
O 5.0983 -0.6128 4.6982 0.01 0.03 0.11 -0.2404
C 5.3243 -0.8762 6.0868 0.02 0.05 0.18 -0.7296
H 4.6140 -3.1375 1.2497 0.02 0.01 -0.11 0.2578
H 6.1737 -3.6259 0.5668 -0.03 0.02 -0.04 0.3161
H 5.8854 -3.7481 2.3067 0.08 0.02 0.00 0.3397
H 6.0395 -1.1596 0.6847 -0.09 0.11 0.08 0.3145
H 7.2828 -1.7239 1.7964 -0.03 -0.02 0.13 0.3168
H 6.3758 -0.7689 6.3460 0.03 -0.08 -0.06 0.3784
H 4.9748 -1.8765 6.3391 0.07 -0.03 -0.01 0.2980
H 4.7450 -0.1453 6.6438 -0.08 0.03 -0.12 0.1891
C 12.1638 -1.0537 9.0657 -0.06 -0.05 -0.21 -1.1021
C 10.9482 -1.3001 9.9334 0.32 0.07 0.20 -0.1759
O 9.7394 -1.3279 9.1610 -0.04 0.05 -0.03 -0.3627
C 9.5147 -2.4603 8.4945 -0.14 -0.03 0.16 0.7268
O 10.2022 -3.4472 8.5200 0.06 0.00 -0.07 -0.5575
O 8.3731 -2.3222 7.8216 -0.02 0.04 -0.04 -0.2629
C 8.0172 -3.4506 7.0158 -0.15 -0.17 -0.11 -0.5778
H 12.0316 -0.1462 8.4752 0.02 0.05 0.08 0.2920
H 13.0537 -0.9435 9.6853 -0.01 0.02 0.03 0.3527
H 12.3261 -1.8801 8.3752 0.00 -0.05 0.06 0.3163
H 10.8169 -0.4823 10.6395 -0.15 0.03 -0.06 0.2879
H 11.0435 -2.2232 10.5045 -0.04 -0.07 -0.11 0.3159
H 8.0088 -4.3653 7.6048 0.12 0.02 0.04 0.3456
H 8.7027 -3.5470 6.1766 0.04 -0.04 0.04 0.2984
H 7.0211 -3.2551 6.6341 0.03 0.13 -0.01 0.0935
C -7.1526 2.3987 -6.1363 -0.18 -0.01 0.15 -0.9705
C -6.8198 3.8748 -6.1741 0.27 -0.25 -0.20 -0.1663
O -7.9040 4.6786 -5.6830 -0.06 0.03 0.04 -0.3999
C -8.0283 4.7250 -4.3605 0.06 0.19 -0.13 0.7225
O -7.3015 4.1938 -3.5577 -0.01 -0.11 0.07 -0.4851
O -9.0795 5.4891 -4.0653 0.04 -0.05 0.01 -0.3551
C -9.3387 5.5842 -2.6639 -0.14 0.06 0.26 -0.4665
H -8.0835 2.2051 -6.6706 0.05 0.01 -0.08 0.3008
H -6.3541 1.8201 -6.6001 0.01 0.02 -0.02 0.3624
H -7.2777 2.0508 -5.1117 0.08 0.02 0.02 0.1798
H -6.6663 4.2006 -7.2010 -0.12 0.11 0.02 0.3132
H -5.9120 4.0965 -5.6137 -0.07 0.01 0.12 0.2695
H -8.4490 5.9015 -2.1234 0.03 -0.05 0.00 0.1759
H -9.6835 4.6233 -2.2837 0.07 -0.01 0.06 0.2423
H -10.1223 6.3235 -2.5283 -0.02 0.00 -0.18 0.2799